Here is C34H36AsMnN5O7S as an isolated structure from OMol25. Energies are from ωB97M-V with the def2-TZVPD basis set.

Last column: Mulliken charge in e.
Atoms and positions in Å:
Mn: 0.19975 0.18664 -0.43451  0.211
C: 0.44761 13.39145 -3.94694  -0.840
O: 0.76562 12.27295 -4.75340  -0.462
C: 0.66472 11.04377 -4.19577  0.964
C: 0.26688 10.80560 -2.88623  -0.584
C: 0.19954 9.49896 -2.42152  -0.808
C: 0.52671 8.42390 -3.23686  0.235
C: 0.92219 8.68052 -4.55379  -0.537
C: 0.99011 9.97009 -5.02756  -0.586
C: 0.47213 7.03742 -2.77296  0.350
N: 0.62940 5.98252 -3.53730  -0.835
C: 0.51071 4.90449 -2.70062  1.191
C: 0.27562 5.31562 -1.40520  0.192
N: 0.25223 6.68770 -1.46610  -0.093
C: 0.11136 4.41762 -0.30740  -0.300
C: -0.10278 4.75253 1.03565  -0.651
C: -0.20964 3.74363 1.96467  -1.117
C: -0.12826 2.41138 1.55162  -0.262
N: 0.04801 2.07829 0.28500  0.690
C: 0.18979 3.05432 -0.63085  0.240
C: 0.46221 2.60075 -1.97895  0.432
N: 0.57343 1.25539 -2.14149  0.396
C: 0.84452 0.80466 -3.35455  0.217
C: 1.00293 1.64472 -4.45923  -1.161
C: 0.89239 3.00598 -4.30351  -0.558
C: 0.62059 3.51244 -3.02980  -0.372
H: 0.59332 14.26521 -4.57543  0.241
H: 1.10939 13.45511 -3.07912  0.339
H: -0.59240 13.35566 -3.61193  0.339
H: 0.00392 11.61702 -2.22347  0.390
H: -0.12902 9.34414 -1.40059  0.228
H: 1.17461 7.84573 -5.19221  0.469
H: 1.29686 10.17892 -6.04331  0.422
H: 0.14001 7.32201 -0.69649  0.192
H: -0.17065 5.78865 1.34334  0.432
H: -0.35702 3.96390 3.01222  0.454
H: -0.20857 1.59004 2.25068  0.481
H: 0.96158 -0.26190 -3.45015  0.043
H: 1.22202 1.20790 -5.42314  0.448
H: 1.01775 3.69019 -5.13178  0.591
O: -0.95766 -0.54356 1.19584  -0.404
C: -1.97658 -0.29344 0.50314  -0.112
O: -1.86591 0.16595 -0.66607  -0.603
H: -2.97962 -0.48348 0.91576  0.427
C: -1.57090 -3.01150 -1.24997  -1.210
As: 0.19240 -2.17660 -1.18191  1.391
C: 0.90769 -2.76562 -2.90101  -1.492
C: 1.11230 -3.46939 -0.06443  -0.850
H: -1.49877 -4.03788 -1.61051  0.443
H: -2.22782 -2.43233 -1.89692  0.350
H: -1.98819 -3.02052 -0.24326  0.174
H: 1.01313 -3.85016 -2.90518  0.456
H: 1.88848 -2.30793 -3.03135  0.366
H: 0.24629 -2.47646 -3.71809  0.400
H: 2.17538 -3.41226 -0.29212  0.413
H: 0.74799 -4.47517 -0.27515  0.627
H: 0.95427 -3.23298 0.98443  -0.354
C: -2.14642 -6.31679 2.07825  -1.475
C: -1.16400 -5.33340 2.65021  1.000
C: -1.50701 -3.99186 2.79824  -0.621
C: -0.59646 -3.06900 3.27946  -0.448
C: 0.67936 -3.49052 3.62038  -0.219
C: 1.04043 -4.82169 3.50064  -0.368
C: 0.11594 -5.73628 3.01843  -0.742
S: 1.89680 -2.28391 4.07264  1.298
O: 3.01791 -2.98811 4.63038  -0.734
O: 1.22322 -1.24857 4.80553  -0.736
N: 2.36092 -1.66526 2.65019  -0.039
C: 3.62119 -1.98047 1.99586  -0.523
C: 4.00013 -0.89221 0.98395  -1.092
C: 2.83334 -0.39065 0.14139  0.506
O: 2.76325 -0.66155 -1.06806  -0.583
O: 1.90466 0.23741 0.75956  -0.637
H: -3.17242 -6.02388 2.29930  0.383
H: -1.98164 -7.31748 2.47677  0.406
H: -2.04616 -6.37336 0.99141  0.255
H: -2.50436 -3.66387 2.52813  0.360
H: -0.86265 -2.02432 3.36328  0.430
H: 2.03833 -5.12944 3.78395  0.495
H: 0.39447 -6.77948 2.92608  0.373
H: 1.90830 -0.80055 2.37192  0.264
H: 3.53862 -2.94498 1.48727  0.230
H: 4.41464 -2.07312 2.73995  0.490
H: 4.76331 -1.28323 0.31560  0.362
H: 4.41545 -0.04008 1.52683  0.325

Its expectation value of S² is 0.80. For the HOMO energy (spin up / spin down), the calculation gives -8.0 / -7.5 eV. For the gap between HOMO and LUMO (spin up / spin down), the calculation gives 7.7 / 7.1 eV. Its spin multiplicity is 2.

***

Here is C2Cl4OS as an isolated structure in a non-equilibrium geometry from OMol25. Energies are from ωB97M-V with the def2-TZVPD basis set.

Last column: Mulliken charge in e.
Atoms and positions in Å:
C: -0.20666 -0.29733 0.52705  0.521
C: 0.12175 0.18349 -1.29761  0.257
O: -1.23650 -0.90171 0.69808  -0.408
S: 1.25518 0.08154 1.32098  0.137
Cl: 1.29954 1.39888 -1.45736  -0.119
Cl: 0.34483 -1.38665 -2.01592  -0.093
Cl: -1.44169 0.74815 -1.70143  -0.115
Cl: 1.24340 -0.56318 3.32800  -0.179

For the HOMO energy, the calculation gives -9.9 eV. For the gap between HOMO and LUMO, the calculation gives 8.6 eV. Its spin multiplicity is 1.

***

Here is C51H27Cl4N5O4Re as an isolated structure in a non-equilibrium geometry from OMol25. Energies are from ωB97M-V with the def2-TZVPD basis set.

Last column: Mulliken charge in e.
Atoms and positions in Å:
Re: 0.15519 -0.22352 -0.18140  1.407
Cl: -2.33283 -0.57931 8.81214  -0.217
C: -2.12282 -0.51634 7.09689  0.330
C: -2.39202 -1.64029 6.32955  -1.080
C: -2.13760 -1.61214 4.97040  0.005
C: -1.62410 -0.46542 4.36841  -0.476
C: -1.41422 0.66873 5.14145  -0.397
C: -1.65922 0.64692 6.50439  -1.214
C: -1.16543 -0.53848 2.94839  2.040
C: -2.19543 -0.54667 1.86091  0.236
C: -3.56153 -0.86928 1.95962  -1.300
C: -4.06642 -0.80291 0.68495  -1.358
C: -2.99286 -0.41555 -0.17355  -0.466
C: -3.09628 -0.09598 -1.53602  1.384
C: -4.19358 -0.68426 -2.30508  0.585
C: -4.79052 -0.10792 -3.43130  -0.056
C: -5.71899 -0.79004 -4.18965  -1.119
C: -6.10040 -2.07441 -3.82892  0.431
Cl: -7.23928 -2.93558 -4.79229  -0.203
C: -5.54286 -2.66856 -2.70607  -1.085
C: -4.59480 -1.98907 -1.97187  -0.265
C: -2.08318 0.68802 -2.17652  0.212
N: -0.76101 0.55353 -1.86981  -0.107
C: -0.05779 1.42388 -2.67502  0.146
C: 1.32679 1.42343 -2.87328  1.305
C: 1.98012 2.60719 -3.47433  -0.750
C: 2.56708 3.47984 -2.55649  -0.101
C: 3.19169 4.63443 -2.98216  -0.968
C: 3.24099 4.91802 -4.33869  0.422
Cl: 4.03468 6.35425 -4.88149  -0.213
C: 2.66040 4.06340 -5.26195  -0.888
C: 2.02601 2.91214 -4.82677  0.184
C: 2.17047 0.40225 -2.39963  0.356
C: 3.43593 0.01916 -2.95209  -1.686
C: 3.88445 -1.03612 -2.22409  -1.123
C: 2.95799 -1.21767 -1.13998  0.226
N: 1.88997 -0.37521 -1.33010  -0.016
C: 3.24398 -1.91473 0.02662  1.015
C: 2.58481 -1.59209 1.25259  0.788
C: 2.93139 -2.13017 2.46931  -0.684
C: 2.27262 -1.91879 3.75326  -1.114
C: 0.54778 -0.63227 1.86364  -2.374
N: 1.66170 -0.58074 1.19933  0.427
C: 4.21580 -3.02395 0.04387  -0.930
C: 5.55121 -2.84227 0.38205  0.288
C: 6.39735 -3.92988 0.48317  -1.007
C: 5.90192 -5.20460 0.25387  0.480
Cl: 6.94836 -6.56797 0.42065  -0.210
C: 4.57268 -5.40042 -0.09127  -1.038
C: 3.73351 -4.30931 -0.19093  0.161
C: -0.98269 2.20371 -3.42204  -1.204
C: -2.22729 1.71224 -3.15410  -1.106
N: -1.85638 -0.25412 0.59208  0.210
H: -2.76759 -2.53472 6.80163  0.426
H: -2.30904 -2.49809 4.37843  0.556
H: -1.03656 1.57169 4.68827  0.588
H: -1.46530 1.52117 7.10598  0.466
H: -4.08305 -1.09980 2.86838  0.671
H: -5.09013 -0.93090 0.38983  0.743
H: -4.54929 0.89747 -3.72371  0.207
H: -6.14690 -0.32699 -5.06641  0.419
H: -5.84194 -3.66578 -2.42195  0.423
H: -4.11884 -2.49234 -1.14542  0.544
H: 2.50885 3.25650 -1.50173  0.541
H: 3.63265 5.31261 -2.26864  0.454
H: 2.70344 4.30379 -6.31243  0.426
H: 1.57624 2.24549 -5.54630  0.514
H: 3.89442 0.47576 -3.80708  0.602
H: 4.79217 -1.59354 -2.34784  0.609
H: 3.75060 -2.83193 2.48657  0.427
H: 2.74115 -2.51209 4.53010  0.405
H: 5.91838 -1.84614 0.58007  0.524
H: 7.43254 -3.79297 0.75390  0.420
H: 4.19660 -6.39709 -0.26366  0.431
H: 2.68886 -4.44711 -0.42713  0.583
H: -0.72728 3.00446 -4.08662  0.635
H: -3.14012 2.11154 -3.54250  0.627
O: 1.60802 3.42713 2.13470  -0.744
C: 1.09480 2.37214 1.83822  0.079
O: 0.77378 1.98842 0.67251  -0.569
C: 0.83160 1.29582 2.95052  0.787
C: 1.72561 0.74280 3.78545  -1.187
C: 1.61410 -0.64297 4.34338  0.105
C: 0.76129 -1.82224 3.89221  -0.869
C: -0.09890 -1.69514 2.65734  1.352
N: -0.14158 0.40775 2.46709  0.612
C: -0.41869 -2.88040 1.66260  -0.273
O: -0.71692 -3.97402 2.08202  -0.750
O: -0.29085 -2.53642 0.44107  -0.504
H: 2.57067 1.32138 4.13034  0.466
H: 1.76628 -0.61365 5.42023  0.649
H: 0.31279 -2.42526 4.67288  0.720

Its expectation value of S² is 3.99. For the HOMO energy (spin up / spin down), the calculation gives -7.1 / -8.0 eV. For the gap between HOMO and LUMO (spin up / spin down), the calculation gives 5.0 / 5.5 eV. Its spin multiplicity is 4.

***

Here is one molecule with the formula C24H26N2O4S2 in a non-equilibrium geometry from OMol25. Energies are from ωB97M-V with the def2-TZVPD basis set.

Last column: Mulliken charge in e.
Atoms and positions in Å:
C: 2.46116 2.04998 -2.60028  -0.972
O: 2.56164 0.87150 -1.83317  -0.307
C: 1.47232 0.07981 -1.70928  0.681
C: 0.19307 0.40451 -2.15990  -0.807
C: -0.87491 -0.44660 -1.94732  -0.956
C: -0.69801 -1.64451 -1.26274  -0.302
N: -1.75519 -2.50267 -0.94630  0.028
C: -3.05967 -2.39331 -1.31918  0.420
O: -3.47583 -1.67044 -2.19480  -0.594
C: -3.98532 -3.23942 -0.46502  -0.884
S: -3.87780 -2.62262 1.26492  -0.132
C: -3.66640 -0.88916 0.87226  0.297
C: -4.70431 -0.19854 0.22589  -0.568
C: -4.50003 1.08100 -0.20234  -0.916
C: -3.25824 1.72184 -0.00629  1.055
C: -2.99756 3.02012 -0.49068  -0.930
C: -1.77566 3.60391 -0.30323  -0.821
C: -0.76126 2.92152 0.38704  -0.299
C: -0.98595 1.66656 0.87781  -0.178
C: -2.23103 1.03301 0.69010  0.503
C: -2.46768 -0.28409 1.12998  -0.718
C: 0.58174 -1.98416 -0.83085  0.146
C: 1.64670 -1.14177 -1.05736  -0.261
S: 3.28329 -1.74587 -0.58532  1.238
O: 3.12327 -3.15218 -0.34159  -0.764
O: 4.23582 -1.32655 -1.56510  -0.694
N: 3.72195 -1.07487 0.85987  0.216
C: 4.11986 0.30982 0.89996  -1.309
C: 2.99115 1.22943 1.37315  0.730
C: 2.41379 0.71946 2.69188  -1.341
C: 1.93512 -0.72034 2.51585  0.677
C: 3.10997 -1.58587 2.06052  -1.305
H: 3.46472 2.47101 -2.61569  0.259
H: 1.77073 2.76731 -2.14365  0.330
H: 2.14280 1.83615 -3.62414  0.376
H: 0.01514 1.32941 -2.68378  0.493
H: -1.85262 -0.17897 -2.31155  0.502
H: -1.53117 -3.21075 -0.25931  0.295
H: -5.00918 -3.14904 -0.82535  0.433
H: -3.69101 -4.28706 -0.43224  0.466
H: -5.64825 -0.69430 0.05989  0.397
H: -5.28712 1.61394 -0.71501  0.420
H: -3.78136 3.54310 -1.01934  0.418
H: -1.58277 4.59681 -0.68261  0.405
H: 0.19748 3.39892 0.53102  0.537
H: -0.21313 1.13547 1.41176  0.022
H: -1.68421 -0.82084 1.64513  0.436
H: 0.78030 -2.92121 -0.33335  0.628
H: 4.97465 0.39746 1.58176  0.438
H: 4.44269 0.56615 -0.10873  0.507
H: 3.38120 2.24143 1.49376  0.439
H: 2.20312 1.25482 0.61968  -0.531
H: 3.18604 0.74915 3.46413  0.480
H: 1.59141 1.36040 3.01811  0.461
H: 1.53392 -1.10940 3.45313  0.491
H: 1.14711 -0.75943 1.75899  -0.531
H: 3.87279 -1.61242 2.84781  0.413
H: 2.80074 -2.60762 1.84109  0.482

Its structure (SMILES) is COc1ccc(NC(=O)CSc2ccc3ccccc3c2)cc1S(=O)(=O)N1CCCCC1. For the HOMO energy, the calculation gives -8.3 eV. For the gap between HOMO and LUMO, the calculation gives 8.5 eV. Its spin multiplicity is 1.

***

Here is an isolated ion of composition H3NOP and charge -1 in a non-equilibrium geometry from OMol25. Energies are from ωB97M-V with the def2-TZVPD basis set.

Last column: Mulliken charge in e.
Atoms and positions in Å:
N: 0.16643 -1.57286 0.09509  -0.656
P: 0.87370 -0.08008 -0.01886  0.253
O: 2.33500 0.08374 -0.00330  -0.686
H: -0.82879 -1.15841 0.11037  0.128
H: 0.45532 0.72470 -1.12760  -0.019
H: 0.32213 0.93522 1.00295  -0.021

Its structure (SMILES) is N=[PH2][O-]. The charge is -1. For the HOMO energy, the calculation gives -3.4 eV. For the gap between HOMO and LUMO, the calculation gives 8.4 eV. Its spin multiplicity is 1.

***

Here is one molecule with the formula C19H21N3O5S from OMol25. Energies are from ωB97M-V with the def2-TZVPD basis set.

Last column: Mulliken charge in e.
Atoms and positions in Å:
C: -3.94891 -3.34276 -0.83735  -1.189
C: -3.32175 -2.44916 0.22586  -0.558
O: -2.17629 -1.76077 -0.26289  -0.243
C: -0.93541 -2.29278 -0.11455  -0.169
C: -0.64960 -3.60318 0.25114  -0.648
C: 0.67064 -4.00044 0.38212  -1.030
C: 1.71348 -3.11792 0.17910  -0.773
C: 1.42405 -1.80237 -0.16983  -0.003
N: 2.47608 -0.86052 -0.32760  0.330
C: 3.62371 -0.87803 0.46442  0.527
O: 3.80357 -1.59930 1.40587  -0.597
C: 4.57376 0.16244 -0.08042  -1.284
C: 3.72539 1.02810 -1.00557  0.184
N: 3.49052 2.35294 -0.45560  -0.299
C: 2.73732 2.43706 0.78744  -1.463
C: 1.24412 2.22576 0.66925  0.983
C: 0.50925 2.97995 -0.24241  -0.626
C: -0.85263 2.78789 -0.37341  -0.959
C: -1.48363 1.85024 0.42090  0.136
S: -3.23218 1.56692 0.15736  1.363
N: -3.29458 0.73271 -1.27912  -0.541
O: -3.73685 0.69067 1.17217  -0.661
O: -3.87108 2.82943 -0.06064  -0.695
C: -0.78231 1.11408 1.35190  -0.555
C: 0.58644 1.30154 1.47260  -0.180
C: 2.44732 0.20473 -1.20941  0.236
O: 1.56628 0.45746 -1.98995  -0.601
C: 0.11238 -1.40143 -0.34421  0.522
H: -3.25288 -4.11332 -1.16261  0.325
H: -4.23198 -2.74675 -1.70114  0.310
H: -4.83797 -3.81838 -0.43343  0.405
H: -3.06128 -3.02274 1.12111  0.478
H: -4.01216 -1.65059 0.51372  0.350
H: -1.43618 -4.31869 0.42900  0.445
H: 0.88819 -5.02227 0.65321  0.372
H: 2.73227 -3.44293 0.30361  0.421
H: 5.36438 -0.35585 -0.62548  0.332
H: 5.04447 0.73168 0.71919  0.398
H: 4.19972 1.18114 -1.98010  0.539
H: 3.05642 2.93904 -1.15993  0.346
H: 3.15364 1.72385 1.50157  0.437
H: 2.91670 3.44436 1.18135  0.441
H: 1.00512 3.72109 -0.85275  0.384
H: -1.43974 3.36647 -1.06927  0.460
H: -2.95593 1.26411 -2.06314  0.312
H: -2.86204 -0.17714 -1.20000  0.426
H: -1.31474 0.39971 1.95909  0.449
H: 1.14597 0.71938 2.19098  0.371
H: -0.12604 -0.39822 -0.64908  0.791

Its structure (SMILES) is CCOc1cccc(N2C(=O)C[C@H](NCc3ccc(S(N)(=O)=O)cc3)C2=O)c1. For the HOMO energy, the calculation gives -8.8 eV. For the gap between HOMO and LUMO, the calculation gives 9.3 eV. Its spin multiplicity is 1.